{
  "formula": "C16H16CoF5N4SSbSe",
  "method": "the ωB97M-V functional and the def2-TZVPD basis",
  "symbols": ["Co", "N", "C", "S", "N", "N", "C", "C", "C", "C", "C", "C", "N", "H", "H", "H", "H", "H", "H", "H", "F", "C", "C", "F", "C", "F", "C", "Se", "C", "F", "C", "F", "C", "Sb", "C", "C", "H", "H", "H", "H", "H", "H", "H", "H", "H"],
  "positions_angstrom": [[0.225, -1.445, -0.480], [3.867, -1.855, 1.599], [2.843, -1.808, 0.730], [1.358, -2.580, 1.162], [3.077, -1.173, -0.405], [1.949, -1.135, -1.151], [2.035, -0.842, -2.391], [0.800, -0.938, -3.167], [0.702, -0.594, -4.502], [-0.496, -0.816, -5.161], [-1.553, -1.381, -4.467], [-1.382, -1.672, -3.125], [-0.234, -1.447, -2.484], [3.808, -2.472, 2.387], [4.764, -1.513, 1.301], [2.993, -0.611, -2.843], [1.556, -0.161, -5.007], [-0.601, -0.556, -6.207], [-2.496, -1.599, -4.950], [-2.182, -2.112, -2.546], [-6.037, -0.761, -1.060], [-4.783, -0.381, -0.812], [-3.833, -1.317, -0.463], [-4.157, -2.612, -0.388], [-2.550, -0.887, -0.221], [-1.616, -1.865, 0.085], [-2.138, 0.424, -0.307], [-0.318, 0.825, 0.082], [-3.118, 1.341, -0.655], [-2.834, 2.638, -0.762], [-4.421, 0.949, -0.912], [-5.340, 1.846, -1.262], [0.346, 3.168, 2.938], [1.950, 1.770, 2.623], [1.123, 0.305, 3.954], [3.224, 2.619, 4.144], [0.456, 3.649, 3.913], [-0.594, 2.616, 2.904], [0.330, 3.926, 2.154], [0.723, 0.807, 4.836], [1.892, -0.410, 4.255], [0.326, -0.236, 3.439], [2.669, 2.708, 5.081], [3.570, 3.608, 3.835], [4.096, 1.980, 4.302]],
  "atomic_forces_ev_per_a": [[1.01, -0.68, -0.03], [0.09, -0.12, 0.11], [0.16, 0.19, -0.18], [-0.21, 0.04, 0.08], [-0.28, -0.08, 0.17], [0.24, -0.02, 0.07], [-0.04, 0.17, -0.54], [0.47, 0.04, 0.24], [-0.01, 0.05, -0.26], [0.10, 0.07, -0.07], [-0.07, -0.06, 0.07], [0.11, 0.02, -0.03], [-0.53, 0.06, 0.14], [0.01, 0.02, 0.05], [0.00, 0.02, 0.00], [-0.03, 0.04, 0.02], [-0.03, -0.03, -0.01], [0.01, -0.01, 0.04], [0.01, 0.03, 0.02], [-0.02, 0.00, 0.02], [-0.01, 0.01, -0.02], [-0.22, -0.02, -0.04], [-0.01, -0.31, 0.09], [0.03, 0.07, -0.01], [-0.15, -0.13, -0.04], [-0.77, -0.09, 0.16], [0.34, -0.01, 0.21], [-0.18, 0.59, -0.24], [-0.16, 0.04, -0.04], [0.10, 0.03, 0.02], [-0.01, 0.08, 0.00], [0.00, 0.04, 0.01], [-0.01, 0.04, -0.01], [0.04, -0.01, 0.03], [-0.05, -0.10, -0.02], [0.07, 0.04, 0.03], [-0.02, -0.05, -0.06], [0.04, 0.05, 0.00], [0.00, -0.04, 0.06], [0.02, -0.05, -0.03], [-0.06, 0.05, -0.02], [0.07, 0.05, 0.06], [0.05, 0.00, -0.07], [-0.03, -0.09, 0.04], [-0.07, 0.06, 0.00]],
  "total_energy_ev": -156743.9942,
  "de_lowest_kcal_mol": 15.5,
  "lumo_ev": [-0.8, -0.9],
  "spin_multiplicity": 2,
  "e_homo_ha": [-0.2790, -0.2762]
}


{
  "formula": "C16H16CoN4S4Se2Te2",
  "method": "the ωB97M-V functional and the def2-TZVPD basis",
  "symbols": ["Co", "Se", "Te", "Te", "Se", "C", "C", "N", "C", "C", "S", "C", "C", "S", "C", "N", "C", "H", "H", "H", "H", "H", "H", "H", "H", "C", "C", "N", "C", "C", "S", "C", "C", "S", "C", "N", "C", "H", "H", "H", "H", "H", "H", "H", "H"],
  "positions_angstrom": [[-0.341, -0.143, -0.371], [0.066, -0.259, -2.993], [-1.976, 0.284, -4.191], [-4.181, 0.174, -2.442], [-2.985, 0.039, -0.288], [0.413, 1.571, 2.795], [-0.408, 0.340, 2.685], [-0.448, -0.467, 1.602], [-1.130, -1.641, 1.912], [-1.727, -1.656, 3.164], [-1.437, -0.191, 3.998], [-1.165, -2.656, 0.860], [-2.079, -3.617, 0.689], [-1.724, -4.524, -0.679], [-0.432, -3.438, -1.087], [-0.310, -2.400, -0.238], [0.562, -3.720, -2.198], [0.772, 1.860, 1.788], [1.268, 1.520, 3.490], [-0.306, 2.370, 3.113], [-2.119, -2.569, 3.609], [-2.947, -3.802, 1.305], [1.327, -2.887, -2.226], [0.054, -3.673, -3.163], [1.034, -4.682, -2.064], [3.087, -1.344, 0.963], [2.899, -0.278, -0.091], [1.824, 0.529, -0.076], [1.978, 1.650, -0.999], [3.195, 1.604, -1.638], [4.166, 0.233, -1.229], [0.869, 2.569, -1.110], [0.810, 3.595, -2.044], [-0.680, 4.433, -1.860], [-1.151, 3.354, -0.567], [-0.217, 2.458, -0.237], [-2.422, 3.543, 0.187], [2.148, -1.414, 1.538], [3.814, -1.172, 1.798], [3.240, -2.276, 0.441], [3.489, 2.209, -2.478], [1.466, 3.705, -2.894], [-2.420, 4.464, 0.827], [-2.618, 2.821, 0.965], [-3.259, 3.488, -0.563]],
  "atomic_forces_ev_per_a": [[-0.21, 0.33, -1.55], [0.66, -0.20, 1.15], [-1.01, 0.44, -0.49], [0.41, -0.07, -0.45], [0.62, -0.17, 0.61], [-0.75, 1.31, -0.57], [-0.33, -1.24, -1.13], [-0.25, 0.43, 3.54], [-0.79, 0.64, 1.06], [0.80, -0.90, -1.34], [1.04, -0.26, -0.88], [0.29, 2.07, -0.79], [-0.39, -0.56, 0.95], [0.63, 0.08, -1.04], [0.76, 1.19, 0.66], [-0.65, -2.92, 0.26], [-0.20, 1.73, -0.04], [-0.18, -0.26, 0.66], [-0.55, -0.24, -0.15], [0.90, -0.33, -0.03], [-0.28, 0.61, 0.00], [0.17, -0.09, -0.01], [-0.87, -1.03, 0.19], [0.07, -0.16, 0.02], [0.11, -0.28, 0.09], [-0.81, 0.20, 0.50], [-0.62, 2.13, 0.50], [1.89, 0.26, -1.68], [1.61, -2.84, 1.20], [-0.92, -0.01, -0.09], [-1.69, 0.10, 1.08], [-0.47, 1.54, -0.64], [-0.57, -1.23, 1.03], [0.02, -0.85, 0.39], [1.52, -0.51, 0.80], [-0.35, 0.88, -1.72], [-0.88, 0.82, 0.00], [0.03, -0.08, -0.58], [-0.01, 0.15, -1.35], [0.34, -0.52, 0.27], [0.12, 0.22, 0.09], [-0.03, 0.29, 0.12], [-0.03, -0.14, -1.24], [0.31, -0.89, -0.37], [0.53, 0.36, 1.00]],
  "total_energy_ev": -249060.3725,
  "lumo_ev": [-0.1, -0.1],
  "spin_multiplicity": 4,
  "e_homo_ha": [-0.2012, -0.2009]
}


{
  "formula": "C16H16DyN4O2",
  "method": "the ωB97M-V functional and the def2-TZVPD basis",
  "symbols": ["Dy", "C", "C", "N", "O", "C", "C", "N", "O", "H", "H", "H", "H", "H", "H", "H", "C", "C", "C", "C", "C", "C", "N", "N", "C", "C", "C", "C", "C", "C", "H", "H", "H", "H", "H", "H", "H", "H", "H"],
  "positions_angstrom": [[0.175, 0.241, 0.037], [2.302, 3.695, 0.253], [1.068, 3.008, -0.337], [1.448, 1.762, -1.047], [2.283, 1.014, -0.007], [-1.178, 3.267, -0.383], [-2.561, 3.768, -0.102], [-0.985, 1.843, -0.428], [-1.811, 0.870, 0.135], [3.201, 3.189, -0.081], [2.312, 3.706, 1.342], [2.379, 4.727, -0.084], [3.197, 1.123, -0.304], [-2.632, 4.833, -0.304], [-2.836, 3.589, 0.938], [-3.277, 3.239, -0.730], [0.024, -2.706, 4.799], [0.032, -1.460, 5.415], [0.052, -0.299, 4.662], [0.073, -0.392, 3.276], [0.081, -1.643, 2.662], [0.045, -2.801, 3.416], [0.053, 0.737, 2.406], [-0.099, 1.850, 2.934], [-0.195, 2.881, 2.000], [-0.128, 4.187, 2.306], [-0.084, 5.258, 1.294], [0.014, 5.225, -0.056], [0.031, 4.005, -0.994], [-0.180, 2.648, 0.570], [0.000, -3.608, 5.397], [0.019, -1.394, 6.495], [0.048, 0.676, 5.128], [0.082, -1.733, 1.588], [0.038, -3.770, 2.935], [-0.057, 4.478, 3.349], [-0.107, 6.255, 1.719], [0.018, 6.192, -0.546], [0.086, 4.256, -2.053]],
  "atomic_forces_ev_per_a": [[2.03, -1.90, -1.14], [-0.04, 0.02, -0.07], [-0.09, -0.01, 0.19], [0.03, 0.04, 0.13], [0.77, 0.43, -0.26], [0.01, -0.13, -0.03], [0.01, 0.06, -0.04], [-1.12, 0.74, -0.11], [-1.59, 0.74, 0.20], [0.05, -0.01, -0.01], [-0.01, -0.02, 0.01], [-0.01, -0.02, 0.02], [-0.21, -0.23, 0.18], [-0.01, -0.01, 0.01], [0.01, 0.00, -0.01], [0.03, 0.00, -0.01], [0.01, 0.00, 0.05], [0.00, 0.00, 0.01], [0.02, 0.07, 0.07], [0.07, -0.12, -0.01], [-0.05, 0.23, 0.38], [0.07, -0.07, 0.00], [-0.15, -0.56, 0.35], [-0.08, 0.57, 0.21], [-0.35, -0.15, -0.14], [0.06, 0.40, 0.25], [-0.07, -0.02, 0.06], [-0.04, -0.06, -0.09], [0.02, -0.04, -0.01], [0.63, 0.14, 0.17], [0.00, 0.03, 0.00], [0.00, 0.00, -0.02], [0.00, -0.03, 0.02], [-0.01, -0.20, -0.31], [-0.01, 0.03, -0.01], [0.00, 0.04, -0.07], [0.01, -0.02, 0.02], [0.03, -0.02, -0.02], [-0.02, 0.06, 0.02]],
  "total_energy_ev": -50977.2140,
  "charge": 1,
  "lumo_ev": [-4.5, -4.5],
  "spin_multiplicity": 6,
  "e_homo_ha": [-0.4240, -0.4253]
}


{
  "formula": "C16H16F3N3O2",
  "method": "the ωB97M-V functional and the def2-TZVPD basis",
  "symbols": ["N", "C", "C", "C", "C", "C", "C", "C", "O", "C", "F", "F", "F", "C", "C", "C", "C", "C", "N", "C", "O", "N", "C", "C", "H", "H", "H", "H", "H", "H", "H", "H", "H", "H", "H", "H", "H", "H", "H", "H"],
  "positions_angstrom": [[0.220, -3.391, -3.951], [0.769, -2.492, -3.469], [1.594, -1.478, -2.756], [1.942, -1.983, -1.378], [2.934, -2.954, -1.329], [3.358, -3.515, -0.142], [2.756, -3.173, 1.017], [1.778, -2.152, 1.056], [1.307, -1.717, 2.303], [0.392, -2.661, 2.911], [-0.473, -1.974, 3.733], [1.167, -3.536, 3.588], [-0.356, -3.348, 1.967], [1.287, -1.582, -0.144], [0.190, -0.520, -0.029], [0.701, 0.926, -0.245], [-0.367, 1.908, 0.231], [-1.711, 1.703, -0.448], [-1.773, 2.162, -1.840], [-2.647, 1.378, -2.491], [-3.408, 1.866, -3.344], [-2.903, 0.219, -1.810], [-2.184, 0.231, -0.541], [-1.077, -0.815, -0.813], [2.536, -1.305, -3.305], [1.059, -0.527, -2.784], [3.418, -3.341, -2.220], [4.181, -4.213, -0.107], [3.093, -3.660, 1.928], [-0.132, -0.526, 1.004], [1.588, 1.047, 0.364], [0.878, 1.142, -1.311], [-0.452, 1.835, 1.319], [-0.085, 2.949, 0.065], [-2.399, 2.247, 0.172], [-1.952, 3.129, -2.002], [-3.869, -0.092, -1.831], [-2.868, -0.027, 0.265], [-1.451, -1.822, -0.577], [-0.846, -0.766, -1.905]],
  "atomic_forces_ev_per_a": [[0.47, 1.17, 0.47], [0.07, -0.82, -0.24], [-0.37, 0.16, -0.61], [-0.50, -0.19, 1.73], [0.17, 0.04, -0.26], [0.20, -0.30, -0.59], [-0.66, 1.09, 1.70], [0.49, -0.82, -1.42], [-2.34, -1.56, 0.57], [0.76, 1.17, -1.16], [1.73, -1.42, -1.29], [-1.55, 0.52, -0.14], [1.15, 1.13, 1.79], [0.82, 0.08, -0.20], [0.43, -0.05, 0.13], [-0.71, -0.21, -0.35], [0.35, -0.01, -0.07], [0.71, -0.35, 0.54], [2.00, -0.64, 1.45], [-4.66, 1.80, -1.16], [1.35, -1.32, -0.08], [-0.76, -0.07, -0.02], [0.50, -0.56, -1.42], [0.76, 0.28, -0.12], [-0.46, -0.22, 0.02], [0.06, -0.11, 0.22], [-0.18, 0.42, -0.23], [-0.07, -0.19, -0.21], [-0.18, 0.32, 0.07], [0.12, -0.11, 0.48], [0.41, 0.17, -0.23], [0.36, -0.21, 0.32], [-0.31, -0.21, 0.02], [0.25, 0.02, -0.15], [-0.86, 0.40, 0.08], [0.08, 0.45, -0.19], [0.39, 0.18, -0.29], [0.28, -0.11, 0.22], [0.07, 0.24, -0.20], [-0.39, -0.16, 0.83]],
  "total_energy_ev": -33569.6794,
  "smiles": "N#CCc1cccc(OC(F)(F)F)c1[C@H]1CC[C@H]2NC(=O)N[C@H]2C1",
  "de_lowest_kcal_mol": 0.0,
  "lumo_ev": 0.5,
  "e_homo_ha": -0.3474
}